Entry 1:
Entry from OMol25: 2 unconnected molecules or ions with the total composition C4H15N3O at a distorted geometry (wB97M-V/def2-TZVPD).

## Properties
Gap between HOMO and LUMO in eV: 9.530
2S+1: 1
Structure (SMILES): C[C@H](CN)NCN.O
Calculated total energy in hartree: -400.8558
HOMO in eV: -8.597
Energy above the lowest of the compared OMol25 structures with the same formula, charge and spin in eV: 1.697

Structure (XYZ):
```
23
Properties=species:S:1:pos:R:3:forces:R:3
C -0.77599 -1.39349 -0.30357 -1.7 0.0 1.8
N -1.88312 -1.01900 -1.23536 1.1 -0.6 0.3
C -0.26784 -0.25579 0.67544 -1.6 -0.1 -1.6
C -0.73923 -0.39334 2.12623 1.5 -1.3 0.7
N 1.15690 -0.13573 0.47895 1.6 0.3 1.0
C 1.83096 1.19107 0.38054 -2.1 1.3 -2.0
N 1.11018 2.00572 -0.62960 1.8 -0.5 1.0
H -1.16329 -2.17521 0.41021 0.4 0.2 -0.9
H -0.01828 -1.83091 -0.92911 0.7 0.0 0.2
H -2.45654 -1.84924 -1.31662 -0.5 0.7 -0.3
H -2.36322 -0.14836 -1.08471 -0.3 -0.2 0.5
H -0.87223 0.62154 0.38628 0.9 0.1 -0.6
H -1.68700 -0.93008 2.24449 0.0 0.4 -0.2
H 0.01799 -0.97980 2.73914 -0.8 0.6 -0.6
H -0.78465 0.60990 2.52755 -0.2 0.1 0.5
H 1.58962 -0.60900 1.27321 0.1 -0.2 -0.3
H 2.84648 1.08954 -0.01600 -0.1 -0.5 0.5
H 1.84671 1.78713 1.30131 0.0 -0.3 0.1
H 1.26865 1.75175 -1.61105 -0.9 0.5 1.0
H 0.39742 2.62642 -0.29742 0.0 -0.1 -0.5
H -0.47377 0.08154 -2.35249 0.1 -0.3 -0.1
H 0.99407 -0.27214 -2.08593 -0.1 -0.1 0.1
O 0.42619 0.22746 -2.68151 0.1 -0.1 -0.6
```
Forces are in eV/Å.


Entry 2:
Entry from OMol25: 2 unconnected molecules or ions with the total composition C4H15N3O at a distorted geometry (wB97M-V/def2-TZVPD).

## Properties
Gap between HOMO and LUMO in eV: 8.986
2S+1: 1
Structure (SMILES): C[C@@H](N)CNCN.O
Calculated total energy in hartree: -400.8767
HOMO in eV: -8.186
Energy above the lowest of the compared OMol25 structures with the same formula, charge and spin in eV: 1.130

Structure (XYZ):
```
23
Properties=species:S:1:pos:R:3:forces:R:3
C 1.62670 0.76859 -0.55785 -0.6 -0.8 -0.7
N 0.51223 1.34305 -1.33420 0.4 0.4 0.9
C -0.67893 0.50538 -1.59310 1.2 0.1 -0.6
N -1.91835 1.14828 -1.30280 -0.6 -0.2 0.6
C 1.32276 0.07178 0.78680 -0.5 0.2 0.6
C 0.11378 0.65803 1.50819 -0.7 0.0 0.1
N 1.20591 -1.39111 0.62693 0.3 0.0 0.5
H 2.42295 1.49233 -0.39080 -0.2 0.3 -0.3
H 1.97595 -0.00302 -1.24490 0.7 -0.1 0.4
H 0.23297 2.22452 -0.94026 -0.3 0.2 0.1
H -0.58250 -0.47290 -1.10861 -0.1 0.2 0.3
H -0.63744 0.28593 -2.66022 -0.4 -0.1 -0.1
H -1.94070 1.60671 -0.39855 0.1 -0.2 -0.1
H -2.24294 1.79234 -1.99713 0.1 0.2 -0.4
H 2.10997 0.26697 1.51518 0.7 -0.2 -0.5
H -0.07586 0.15606 2.46168 0.3 0.0 0.0
H 0.17262 1.73112 1.72932 0.2 -0.1 -0.2
H -0.78579 0.47052 0.93045 -0.2 0.1 -0.1
H 0.23021 -1.66533 0.59671 -0.1 0.2 -0.1
H 1.56067 -1.80925 1.48615 -0.1 -0.1 -0.3
H -2.31527 -2.93498 0.41580 0.5 -0.2 0.0
H -0.82113 -3.42294 0.56304 -0.3 -0.2 -0.2
O -1.48783 -2.82210 0.90819 -0.3 0.2 0.1
```
Forces are in eV/Å.


Entry 3:
Entry from OMol25: 2 unconnected molecules or ions with the total composition C4H15N3O (wB97M-V/def2-TZVPD).

## Properties
Gap between HOMO and LUMO in eV: 8.950
2S+1: 1
Structure (SMILES): NCCCNCN.O
Calculated total energy in hartree: -400.8888
HOMO in eV: -8.445
Energy above the lowest of the compared OMol25 structures with the same formula, charge and spin in eV: 0.800

Structure (XYZ):
```
23
Properties=species:S:1:pos:R:3:forces:R:3
C 0.00403 -1.36060 -0.22664 0.6 0.0 0.3
C 0.94844 -1.06212 0.95263 0.2 -0.2 -0.7
C 0.43550 0.06079 1.84327 -0.3 -0.4 0.1
N -0.73673 -0.23017 2.66639 0.0 0.1 0.1
N -0.18372 -0.25717 -1.15791 -0.2 0.3 0.1
C -1.58639 0.18368 -1.24621 0.7 -0.3 0.2
N -1.85237 1.09081 -2.31895 -0.3 0.3 -0.2
H -0.93218 -1.64034 0.25582 -0.4 -0.2 -0.3
H 0.38396 -2.23227 -0.77291 -0.1 0.0 0.2
H 1.95571 -0.80952 0.59261 -0.2 0.1 -0.1
H 1.05718 -2.01704 1.46534 0.0 0.0 0.5
H 0.19970 0.90003 1.19478 0.0 0.3 0.0
H 1.21332 0.37845 2.52415 0.3 0.2 0.1
H -0.49570 -0.86894 3.41341 -0.1 -0.1 -0.1
H -1.50125 -0.63203 2.14003 0.0 0.0 0.0
H 0.41388 0.51919 -0.88253 -0.1 -0.1 -0.2
H -2.15326 -0.72839 -1.40445 -0.3 0.0 0.0
H -1.91627 0.63110 -0.29909 -0.1 0.1 0.0
H -1.63583 0.66718 -3.21049 0.1 -0.1 0.0
H -1.31080 1.94207 -2.25056 0.0 0.0 0.1
H 2.41406 2.52350 -0.74445 0.1 -0.2 -0.1
H 2.99651 1.34925 -1.56708 -0.1 0.1 0.1
O 2.28220 1.59253 -0.96718 0.0 0.2 0.1
```
Forces are in eV/Å.


- What is the formula in the third record?
  C4H15N3O


What did the third record say?
Entry from OMol25: 2 unconnected molecules or ions with the total composition C4H15N3O (wB97M-V/def2-TZVPD).

## Properties
Gap between HOMO and LUMO in eV: 8.950
2S+1: 1
Structure (SMILES): NCCCNCN.O
Calculated total energy in hartree: -400.8888
HOMO in eV: -8.445
Energy above the lowest of the compared OMol25 structures with the same formula, charge and spin in eV: 0.800

Structure (XYZ):
```
23
Properties=species:S:1:pos:R:3:forces:R:3
C 0.00403 -1.36060 -0.22664 0.6 0.0 0.3
C 0.94844 -1.06212 0.95263 0.2 -0.2 -0.7
C 0.43550 0.06079 1.84327 -0.3 -0.4 0.1
N -0.73673 -0.23017 2.66639 0.0 0.1 0.1
N -0.18372 -0.25717 -1.15791 -0.2 0.3 0.1
C -1.58639 0.18368 -1.24621 0.7 -0.3 0.2
N -1.85237 1.09081 -2.31895 -0.3 0.3 -0.2
H -0.93218 -1.64034 0.25582 -0.4 -0.2 -0.3
H 0.38396 -2.23227 -0.77291 -0.1 0.0 0.2
H 1.95571 -0.80952 0.59261 -0.2 0.1 -0.1
H 1.05718 -2.01704 1.46534 0.0 0.0 0.5
H 0.19970 0.90003 1.19478 0.0 0.3 0.0
H 1.21332 0.37845 2.52415 0.3 0.2 0.1
H -0.49570 -0.86894 3.41341 -0.1 -0.1 -0.1
H -1.50125 -0.63203 2.14003 0.0 0.0 0.0
H 0.41388 0.51919 -0.88253 -0.1 -0.1 -0.2
H -2.15326 -0.72839 -1.40445 -0.3 0.0 0.0
H -1.91627 0.63110 -0.29909 -0.1 0.1 0.0
H -1.63583 0.66718 -3.21049 0.1 -0.1 0.0
H -1.31080 1.94207 -2.25056 0.0 0.0 0.1
H 2.41406 2.52350 -0.74445 0.1 -0.2 -0.1
H 2.99651 1.34925 -1.56708 -0.1 0.1 0.1
O 2.28220 1.59253 -0.96718 0.0 0.2 0.1
```
Forces are in eV/Å.